# 1
Here is 2 unconnected molecules or ions with the total composition H3O3P3 from the Open Molecules 2025 dataset. Energies are from ωB97M-V with the def2-TZVPD basis set.

## Properties
Multiplicity: 3
Total charge: -2
Frontier orbital gap (alpha / beta), eV: 5.07 / 4.80
Expectation value of S²: 2.008
Highest occupied orbital energy (alpha / beta), eV: 1.9 / 0.6
Energy above the lowest of the compared OMol25 structures with the same formula, charge and spin, kJ/mol: 0.0

Positions of all 9 atoms, in Å:
P 0.8675 0.3465 0.8901
P 2.4980 0.5443 -0.3902
P -0.9657 0.7666 -0.2091
O -1.8505 1.6589 0.6177
O -0.8235 1.1208 -1.6405
O -1.6903 -2.3929 0.5015
H 0.7616 -1.1185 0.6855
H -1.1155 -2.8552 -0.1848
H 2.3184 1.9296 -0.2702

# 2
Here is a molecular structure, C21H38N2OP2V from the Open Molecules 2025 dataset. Energies are from ωB97M-V with the def2-TZVPD basis set.

## Properties
Multiplicity: 2
Frontier orbital gap (alpha / beta), eV: 6.00 / 6.76
Expectation value of S²: 0.826
Highest occupied orbital energy (alpha / beta), eV: -6.2 / -6.5

Positions of all 65 atoms, in Å:
V 0.2071 0.2945 0.2249
P -0.3614 -2.0954 1.5730
P 0.1612 2.6031 -0.7796
O -0.6586 1.7438 1.5116
N 1.8953 -0.5469 -0.5455
N -1.2648 -0.4078 -0.4605
C -1.9921 -1.4629 -2.5538
C -3.5112 -0.0781 -1.1791
C -1.1095 -3.2895 0.3729
C 3.9125 -1.4896 -0.9089
C 0.2209 1.3289 2.4279
C -2.2287 -0.6653 -1.3853
C -0.6490 2.8392 -2.3946
C -4.3131 -1.1805 -3.1768
C -0.6442 3.9735 0.1215
C 1.1555 -0.0522 -2.8920
C 3.0083 -1.0686 0.0821
C -0.2872 1.1473 3.8391
C 3.3361 -1.1935 -2.1509
C 1.5735 2.0016 2.4204
C -3.0499 -1.7356 -3.4191
C -1.7568 -1.9822 2.7615
C 3.2531 -1.0841 1.5344
C 2.0882 -0.6057 -1.9089
C 0.8065 -3.2334 2.4063
C -4.5555 -0.3570 -2.0602
C 1.8209 3.3091 -1.0537
H 1.7181 4.2734 -1.5697
H 1.1517 -0.7271 -3.7626
H -1.6685 2.4387 -2.3491
H 1.5069 0.9311 -3.2463
H 4.0041 -0.3224 1.8065
H -3.6128 0.5519 -0.2924
H -0.9914 -1.8797 -2.7128
H 3.6589 -2.0688 1.8205
H -0.5865 2.1537 4.2370
H 0.2985 -4.1636 2.7101
H -5.5283 0.0507 -1.8323
H 2.2638 1.6732 1.6111
H 2.3377 3.4624 -0.0989
H -0.6842 3.9152 -2.6197
H -0.1059 2.3194 -3.1887
H 1.2156 -2.7240 3.2897
H -1.1471 0.4553 3.8831
H -5.1276 -1.3854 -3.8541
H -0.1662 4.1605 1.0893
H 4.8740 -1.9356 -0.6972
H -1.5309 -1.1774 3.4698
H 2.4240 2.6290 -1.6633
H 1.5032 3.1272 2.3927
H 0.5695 0.8051 4.4731
H -1.1599 -4.3114 0.7919
H -2.6786 -1.7298 2.2167
H 0.2329 -0.3448 1.6834
H -1.6834 3.6839 0.3124
H -0.5075 -3.3206 -0.5480
H 2.3560 -0.8847 2.1295
H 2.0362 1.8260 3.4076
H -0.6246 4.8876 -0.4855
H -2.8723 -2.3916 -4.2695
H 1.6277 -3.4769 1.7158
H 0.1262 0.0306 -2.5222
H -2.1330 -2.9812 0.1027
H 3.7275 -1.3352 -3.1518
H -1.8809 -2.9274 3.3141

# 3
Here is 2 unconnected molecules or ions with the total composition C4H9N2 from the Open Molecules 2025 dataset. Energies are from ωB97M-V with the def2-TZVPD basis set.

## Properties
Total charge: +1
Frontier orbital gap (alpha / beta), eV: 7.82 / 7.84
Highest occupied orbital energy (alpha / beta), eV: -13.7 / -13.8
Energy above the lowest of the compared OMol25 structures with the same formula, charge and spin, kJ/mol: 925.6

Positions of all 15 atoms, in Å:
N 0.0230 0.6803 0.0165
N 0.9412 -0.1224 -0.1681
C -0.3187 1.8407 0.6572
C -1.0435 1.4659 -0.6465
C 0.7479 -1.0088 -1.1755
C 0.2587 -1.6616 1.7694
H 0.4609 2.7325 0.6023
H 1.5653 -1.6286 -1.2341
H -0.1565 -1.5607 -0.9457
H 0.2166 -0.9196 2.6710
H -2.0107 1.1078 -0.6995
H -0.8772 1.6830 1.6417
H 0.5622 -0.5472 -2.1979
H -0.8209 1.9504 -1.5970
H 0.6830 -2.5522 2.3124

# 4
Here is a single C4H8N2O molecule from the Open Molecules 2025 dataset. Energies are from ωB97M-V with the def2-TZVPD basis set.

## Properties
Frontier orbital gap, eV: 10.31
Structure (SMILES): [H]/N=C(/C)O/C(C)=N/[H]
Highest occupied orbital energy, eV: -9.5
Energy above the lowest of the compared OMol25 structures with the same formula, charge and spin, kJ/mol: 115.8

Positions of all 15 atoms, in Å:
O 0.0896 -0.3543 -0.0210
N -1.2026 1.5223 0.1393
N 1.5330 1.5338 -0.0527
C -1.0984 0.2670 0.0870
C 1.3116 0.3110 -0.0830
C 2.4147 -0.6921 -0.1990
C -2.2126 -0.7471 0.1324
H 2.4024 -1.3536 0.6646
H -3.1792 -0.2552 0.1990
H -2.0743 -1.3972 0.9940
H -2.1772 -1.3641 -0.7631
H -2.1510 1.8694 0.2199
H 3.3636 -0.1707 -0.2534
H 2.2698 -1.2966 -1.0917
H 0.7105 2.1272 0.0277

# 5
Here is 20 unconnected molecules or ions with the total composition C32H71Cl38NO7P3SSi from the Open Molecules 2025 dataset. Energies are from ωB97M-V with the def2-TZVPD basis set.

## Properties
Total charge: +1
Frontier orbital gap, eV: 8.34
Highest occupied orbital energy, eV: -11.2

Positions of all 154 atoms, in Å:
Cl 5.7582 5.3861 -4.4720
Cl 3.8419 -5.5704 2.0635
Cl -15.5811 -0.1734 -4.4731
Cl 4.1619 -4.4128 5.4623
Cl -15.1642 1.3626 -2.0305
Cl -3.6645 1.0147 -8.2269
Cl -1.2326 1.1023 -6.6214
Cl 2.4587 6.1209 -3.1165
Cl -1.3282 -6.1271 -2.6669
Cl 1.3172 7.7048 4.9917
Cl -9.5332 3.2638 -4.2624
Cl -1.6315 -5.1525 0.0640
Cl 6.8091 -7.9636 0.3793
Cl 2.7576 -3.6561 8.3835
Cl 1.1676 9.6230 2.8014
Cl 7.4619 1.4559 -3.6476
Cl 2.8756 7.6569 -0.6739
Cl 3.7995 -9.4460 4.8154
Cl 0.4042 -13.7083 3.0342
Cl -4.2756 9.1496 1.8612
Cl 2.5633 -6.8790 -3.8081
Cl 5.2637 -2.2075 8.7305
Cl -12.4179 3.5656 -4.5573
Cl 0.5075 -5.9900 2.9657
Cl -2.7277 5.3277 -2.2622
Cl 9.3176 3.0650 -5.2181
Cl -6.1156 4.9909 -3.6872
Cl 4.9951 -6.7914 -2.2026
Cl 2.1943 -5.2039 -0.3136
Cl 4.0761 3.0444 -4.9037
Cl -0.3562 -12.3354 5.4911
Cl -6.2856 3.2029 -1.3907
Cl 9.6417 -7.2803 0.4732
Cl 0.7666 -8.8817 2.7006
Cl -2.9531 8.7270 4.4247
Cl 6.0176 -2.8037 3.8918
Cl 2.5588 -7.3856 6.4632
Cl -1.9674 3.9547 -4.7191
S -4.3774 -2.4691 -2.4185
P -0.8399 1.3637 -2.6700
P -3.5282 -0.9675 -1.4357
P 1.1735 1.8658 -3.4268
Si -0.9179 5.1723 1.0888
O 0.4554 -3.1737 1.5924
O 2.0024 0.3870 -3.9406
O -0.9739 3.6145 1.8970
O 2.1108 2.4759 -2.2719
O 1.1231 3.0909 -4.6856
O -4.2887 -0.9677 0.1417
O -4.0080 0.4731 -2.2851
N -0.9626 -0.7780 0.8692
C -0.1809 -12.1956 3.7375
C -10.9126 4.3518 -4.0663
C -1.6619 -1.3404 -1.4316
C 8.1039 -7.0108 -0.3560
C 3.0876 -6.3648 0.6760
C -4.2113 9.6217 3.5636
C -2.6270 6.0746 0.9857
C 4.0564 -3.2387 9.5078
C 5.2227 3.8348 -3.8148
C -0.5664 -0.0911 -1.4571
C 0.2612 6.3256 2.1460
C -2.2159 1.9448 -7.8249
C 4.0118 -5.9489 -3.4061
C 5.8322 -4.2364 4.9108
C 0.0837 1.7240 0.6399
C 0.1323 -2.8731 0.1603
C -2.5524 5.4674 -4.0157
C 1.4750 -1.0574 3.7161
C 2.3850 -1.5950 2.4223
C 3.8490 -8.5898 6.3613
C -2.4697 -5.5813 -1.4322
C 0.4503 -7.5421 3.8099
C 9.1322 1.6324 -4.1991
C -1.3199 2.5156 0.9827
C -1.2623 -2.0109 0.0477
C 2.1063 9.0706 4.1938
C 1.9002 -3.0498 1.8418
C -6.6439 3.4057 -3.1100
C -0.1877 5.1529 -0.6909
C -0.1051 0.1940 0.0897
C -15.3083 1.4345 -3.7909
C 2.7315 7.7288 -2.4343
H 9.4120 0.7472 -4.7755
H 3.8660 -6.8284 0.0651
H 6.0917 3.1859 -3.6812
H -14.3853 1.8455 -4.2070
H 0.7663 2.3934 -0.0375
H 9.7860 1.7278 -3.3288
H -1.4681 -1.9889 -2.3910
H -5.1781 9.4117 4.0277
H -10.7565 5.2392 -4.6846
H -2.0350 1.7845 1.5528
H 2.2018 9.8927 4.9073
H -3.9954 10.6909 3.6284
H -7.7220 3.3129 -3.2621
H 7.8461 -5.9509 -0.2920
H 3.4915 -1.7505 2.8391
H 0.8721 -1.9350 4.2147
H 3.0974 8.7600 3.8541
H -1.3410 2.5489 -2.0231
H -3.0040 -4.7038 -1.8047
H 8.2089 -7.3023 -1.4039
H -3.5242 5.7102 -4.4522
H -6.1232 2.6294 -3.6759
H 0.6596 1.6310 1.6819
H 2.2426 -3.8880 2.6201
H 4.6050 -5.8048 -4.3124
H -10.9895 4.6429 -3.0159
H -1.8865 2.9355 0.0494
H 3.6546 8.1399 -2.8503
H 4.7379 4.0053 -2.8505
H 1.2073 -7.5466 4.5980
H -0.0519 -3.8822 -0.4503
H -2.6198 7.1489 1.4926
H -0.9317 5.7125 -1.4383
H 2.5334 -3.2622 0.8668
H 6.1120 -5.1216 4.3344
H 1.2355 5.6705 2.3434
H 3.6303 -2.7063 10.3616
H -4.1135 -0.0621 0.5655
H -3.4285 5.3755 1.4746
H 1.0113 -2.3244 -0.3889
H 1.8894 8.3740 -2.6963
H 0.3809 -0.6287 -1.9479
H 0.5145 7.3349 1.6104
H -1.6227 2.0889 -8.7312
H 0.8323 5.7535 -0.7113
H -16.1504 2.0796 -4.0529
H -1.8381 6.2635 -4.2396
H -1.1527 -11.9528 3.3011
H -3.1801 -6.3850 -1.2243
H 4.8140 -8.0864 6.4585
H 1.0215 -0.1963 0.0739
H -2.9624 6.2057 -0.1524
H 3.7113 -4.9784 -3.0038
H 0.7616 -0.1616 3.4256
H 2.4586 -0.7388 1.6283
H -0.2330 6.4887 3.2117
H 6.4860 -4.1410 5.7811
H 3.7264 -9.3121 7.1720
H 0.5334 -11.3995 3.5137
H 2.2054 -0.6356 4.5429
H -0.7176 -0.8567 1.8803
H -0.0135 4.0930 -1.1555
H -0.5414 -7.6714 4.2502
H 2.0993 3.1857 -4.9526
H 2.6097 0.1536 -3.1536
H 2.3967 -7.1307 1.0368
H -4.8227 0.8245 -1.7877
H -1.8843 -0.2895 0.8954
H -2.1069 -2.7138 0.4867
H -2.5165 2.9153 -7.4225
H 4.5399 -4.1571 9.8496

# 6
Here is a single C2H3N3O molecule from the Open Molecules 2025 dataset. Energies are from ωB97M-V with the def2-TZVPD basis set.

## Properties
Frontier orbital gap (alpha / beta), eV: 6.77 / 6.75
Highest occupied orbital energy (alpha / beta), eV: -7.3 / -7.2
Energy above the lowest of the compared OMol25 structures with the same formula, charge and spin, kJ/mol: 779.5

Positions of all 9 atoms, in Å:
O -2.8241 0.0888 -0.1146
N -2.6704 1.3212 0.1840
N 1.1342 0.6516 -0.1157
N -0.7242 -0.9315 -0.0850
C -0.0759 0.1416 -0.0915
C -2.0922 -0.9758 -0.0858
H 1.1074 1.6126 -0.4252
H 1.8524 -0.0779 -0.3958
H -2.6496 -1.9740 -0.2266

no.,molar mass (g mol⁻¹)
1,143.94
2,447.44
3,85.13
4,100.12
5,2082.21
6,85.07